Entry from the Open Molecules 2025 dataset: a 6-piece molecular cluster, C12H36O6 overall (ωB97M-V/def2-TZVPD).

* relative energy (zero: lowest compared OMol25 entry of this formula, charge and spin): 230.55 kJ/mol
* structure (SMILES): CC(C)O.CC(C)O.CC(C)O.CO.CO.CO

Geometry as XYZ:
```
54
Properties=species:S:1:pos:R:3:forces:R:3
C -0.79486 0.39383 1.76435 0.575 0.326 0.175
C -0.32716 0.36544 3.23083 -0.206 1.916 -1.417
C -1.34006 1.09028 4.03078 -1.273 1.191 1.048
O -0.17897 -0.91385 3.68218 0.459 -1.729 0.528
H -0.97038 1.42506 1.45797 0.060 0.019 -0.136
H -1.73847 -0.14107 1.65670 -0.067 -0.185 0.013
H -0.03449 -0.03562 1.11204 -0.094 -0.099 -0.092
H 0.60553 0.92378 3.31117 0.371 -0.405 -0.017
H -2.32809 0.65694 3.87549 -0.241 -0.083 -0.165
H -1.40784 2.14192 3.75225 -0.032 0.031 -0.259
H -1.21889 1.11530 5.11374 0.528 -0.352 0.046
H -1.07612 -1.25383 3.64857 -0.049 -0.620 0.185
C 3.58622 1.19958 -0.99050 0.864 -0.088 0.012
C 2.57566 1.59467 0.07972 0.709 -0.467 -0.418
C 3.19878 1.95439 1.41146 1.182 -0.295 0.777
O 1.85470 2.65788 -0.45960 -0.455 0.973 0.731
H 4.38424 1.93657 -1.08054 0.090 0.185 0.265
H 3.13966 1.19647 -1.98482 -0.345 -0.299 0.140
H 4.05858 0.23559 -0.80158 -0.018 -0.101 -0.022
H 1.97490 0.70167 0.25216 -0.580 0.020 -0.009
H 4.12051 2.53508 1.37526 -0.193 0.673 -0.598
H 3.62157 1.07173 1.89133 -0.347 -0.574 -0.061
H 2.57193 2.40424 2.18138 -0.444 0.087 -0.437
H 1.15892 2.30569 -1.01946 -0.390 0.006 -0.320
C -0.93891 -3.35948 1.01107 -0.037 -1.026 0.291
C -1.61790 -3.62476 -0.30552 -1.899 0.382 0.111
C -2.87636 -2.75107 -0.48094 0.371 0.145 0.746
O -0.69636 -3.37243 -1.30508 1.234 0.513 -1.382
H -1.70344 -3.47839 1.77882 0.271 0.157 0.322
H -0.41694 -2.40542 1.08466 -0.438 0.179 -0.195
H -0.17241 -4.11908 1.16464 0.022 -0.107 0.174
H -1.96750 -4.64377 -0.47136 0.176 -0.470 0.773
H -3.49903 -3.02623 -1.33221 0.333 0.198 -0.317
H -2.53518 -1.71585 -0.47606 -0.219 0.215 -0.469
H -3.54272 -2.82487 0.37850 0.082 -0.240 0.170
H -1.15139 -3.12649 -2.11382 0.062 -0.025 -0.158
C -0.30434 0.46423 -2.51480 0.872 -0.083 0.293
O -0.28257 1.78429 -1.97366 -0.927 -0.359 -0.322
H 0.59563 0.35747 -3.12041 0.117 -0.435 0.053
H -0.28212 -0.21437 -1.66210 0.063 -0.259 -0.271
H -1.14454 0.24541 -3.17380 -0.311 0.250 0.206
H -0.86681 2.27572 -2.55569 0.271 0.790 -0.074
C -2.93751 3.65431 -2.99780 0.222 0.068 -0.666
O -1.74655 3.46227 -3.84593 -1.279 -0.144 1.338
H -3.82236 3.63981 -3.63414 -0.061 0.200 0.037
H -3.08852 2.86812 -2.25807 0.646 -0.367 -0.312
H -2.89132 4.57185 -2.41120 0.138 0.196 -0.273
H -1.74438 4.20330 -4.45623 0.170 0.001 -0.041
C 2.70746 -2.40123 -0.18254 0.504 -1.102 0.824
O 1.58811 -1.85785 -0.74963 -0.920 1.888 -0.847
H 2.36626 -3.07716 0.60155 0.527 -0.403 0.254
H 3.31069 -2.93655 -0.91579 0.207 -0.208 -0.007
H 3.34346 -1.65744 0.29743 -0.189 0.269 -0.136
H 0.88149 -2.49625 -0.87099 -0.111 -0.350 -0.094
```
Forces are in eV/Å.